# O5S2

An isolated ion of composition O5S2 and charge -2 (the ωB97M-V functional and the def2-TZVPD basis, the Open Molecules 2025 dataset).

```
7
Properties=species:S:1:pos:R:3:forces:R:3:nbo_charge:R:1
O -0.713 1.913 0.450 -0.3587 -0.1789 0.1609 -1.05
S -1.276 0.536 0.302 -0.2103 0.3108 -0.1336 1.26
O -2.063 0.385 -0.963 0.1263 -0.0225 0.1991 -1.06
S 0.660 -0.563 -0.089 -0.2527 -1.6127 -0.2316 2.02
O 1.518 0.523 -0.591 0.3176 -0.8207 -0.0903 -1.03
O 0.413 -1.711 -1.055 0.5199 1.7051 1.0711 -1.06
O 1.060 -1.105 1.254 -0.1421 0.6191 -0.9757 -1.08
```
Forces are in eV/Å.

Results
Spin multiplicity: 1
E_LUMO: 6.53 eV
Total charge: -2
HOMO-LUMO gap: 5.7 eV